19
Properties=species:S:1:pos:R:3:forces:R:3:mulliken_charge:R:1 method="wB97M-V/def2-TZVPD" mol_weight_g_mol=98.17 total_charge=+1 de_lowest_kcal_mol=36.9 homo_lumo_gap_ev=8.4 smiles="C=C/C=C/CC[NH3+]"
C -0.055993 2.241445 0.751507 -0.28 0.88 0.24 -0.736
C 0.572210 1.072573 -0.012573 0.03 0.99 -0.48 -0.366
C -0.074937 -0.275761 0.093034 -0.89 0.05 1.29 -0.118
C 0.477286 -1.304532 -0.531148 0.89 -0.39 -0.85 -0.265
C 0.258105 -2.755728 -0.359614 -0.31 1.92 -0.07 -0.174
C 1.176646 -3.605155 -0.813424 -1.60 -0.92 -0.37 -0.786
N -1.564883 2.280401 0.553868 -1.00 -1.35 -0.82 -0.350
H 0.277191 3.193266 0.319042 0.15 -0.30 0.21 0.348
H 0.070513 2.316564 1.847613 0.21 -0.46 -0.58 0.358
H 0.584013 1.387983 -1.073270 0.09 -0.11 0.30 0.374
H 1.630002 1.043562 0.291570 -0.33 -0.03 0.00 0.387
H -0.927805 -0.385006 0.809262 0.81 -0.24 -0.48 0.177
H 1.276675 -1.029289 -1.244719 -0.16 -0.28 0.46 0.257
H -0.696125 -2.900183 0.160224 0.62 -1.02 0.04 0.282
H 1.941837 -3.305085 -1.510550 0.40 0.26 0.33 0.269
H 0.986945 -4.674405 -0.734852 0.32 0.16 0.19 0.281
H -1.828790 1.970646 -0.400751 0.38 0.43 0.25 0.366
H -2.059007 3.152763 0.732002 0.41 0.35 0.08 0.355
H -2.043884 1.575941 1.122778 0.26 0.05 0.26 0.342